[1]
C20H24BGeN7O3RuS as an isolated structure at a distorted geometry, computed with the ωB97M-V functional and the def2-TZVPD basis.

HOMO-LUMO gap (spin up / spin down): 7.66 / 7.98 eV
⟨S²⟩: 6.01
LUMO level (spin up / spin down): 0.0122 / -0.0411 Ha
HOMO level (spin up / spin down): -7.324 / -9.099 eV
ΔE to the lowest compared entry with this formula, charge and spin: 61.0 kJ/mol

Structure (ORCA input):
```
! RIJCOSX wB97M-V def2-TZVPD def2/J DEFGRID3
* xyz 0 5
Ru 0.676 0.502 0.154
C 0.920 -3.071 -2.105
C 0.654 -1.711 -2.271
N 1.410 -0.995 -1.438
N 2.152 -1.869 -0.723
C 1.875 -3.122 -1.107
B 3.094 -1.402 0.412
N 2.306 -1.375 1.748
C 2.395 -2.184 2.811
C 1.491 -1.757 3.765
C 0.863 -0.656 3.184
N 1.367 -0.439 1.974
N 3.525 0.056 0.127
C 4.763 0.536 -0.039
C 4.686 1.909 -0.201
C 3.326 2.197 -0.125
N 2.642 1.073 0.071
H 0.470 -3.898 -2.626
H -0.012 -1.212 -2.957
H 2.354 -3.970 -0.647
H 4.053 -2.106 0.492
H 3.091 -3.006 2.826
H 1.302 -2.190 4.730
H 0.096 -0.014 3.586
H 5.617 -0.120 -0.033
H 5.497 2.593 -0.371
H 2.815 3.142 -0.200
O -3.312 1.000 -0.342
S -2.390 0.086 -0.945
O -1.835 0.447 -2.220
N -1.174 -0.360 0.099
C -1.191 -1.721 0.314
O -0.321 -2.337 0.898
C -2.386 -2.381 -0.274
C -2.744 -3.712 -0.150
C -3.851 -4.159 -0.856
C -4.588 -3.292 -1.656
C -4.253 -1.947 -1.741
C -3.141 -1.522 -1.046
H -2.171 -4.374 0.486
H -4.145 -5.198 -0.791
H -5.434 -3.672 -2.213
H -4.838 -1.255 -2.331
C 0.193 5.081 0.433
Ge -0.964 3.513 -0.017
C -1.529 2.873 1.785
C -2.355 4.215 -1.239
C 0.203 2.211 -0.843
H -0.403 5.862 0.907
H 0.662 5.501 -0.457
H 0.974 4.781 1.133
H -1.314 3.617 2.551
H -0.979 1.959 2.015
H -2.590 2.643 1.793
H -2.845 5.074 -0.782
H -3.091 3.444 -1.441
H -1.891 4.522 -2.176
H 0.276 2.188 -1.928
*
```

The molecule's natural (NBO) atomic charges, reported in e, are given here:
1 Ru 1.1670
2 C -0.3378
3 C -0.0311
4 N -0.3446
5 N -0.3275
6 C 0.0172
7 B 0.5431
8 N -0.3089
9 C 0.0142
10 C -0.3343
11 C 0.0024
12 N -0.3348
13 N -0.2977
14 C 0.0223
15 C -0.3471
16 C 0.0130
17 N -0.2862
18 H 0.2318
19 H 0.2412
20 H 0.2225
21 H -0.0262
22 H 0.2238
23 H 0.2323
24 H 0.2222
25 H 0.2283
26 H 0.2371
27 H 0.2380
28 O -0.9268
29 S 2.3166
30 O -0.9345
31 N -0.9107
32 C 0.6467
33 O -0.6004
34 C -0.0727
35 C -0.1732
36 C -0.2014
37 C -0.1907
38 C -0.1736
39 C -0.3187
40 H 0.2358
41 H 0.2196
42 H 0.2218
43 H 0.2347
44 C -1.0710
45 Ge 1.5224
46 C -1.0594
47 C -1.0579
48 C -0.8178
49 H 0.2218
50 H 0.2198
51 H 0.2164
52 H 0.2262
53 H 0.2078
54 H 0.2440
55 H 0.2257
56 H 0.2456
57 H 0.2280
58 H 0.1955


[2]
A 2-piece molecular cluster, C7H12Cl2NO3P overall at a distorted geometry, computed with the ωB97M-V functional and the def2-TZVPD basis.

HOMO-LUMO gap (spin up / spin down): 6.57 / 6.57 eV
LUMO level (spin up / spin down): 0.1524 / 0.1523 Ha
HOMO level (spin up / spin down): -2.428 / -2.428 eV

Structure (ORCA input):
```
! RIJCOSX wB97M-V def2-TZVPD def2/J DEFGRID3
* xyz -2 1
C -2.219 0.785 0.582
C -0.934 1.668 0.848
C -1.099 0.687 -0.329
C 2.635 0.500 0.086
C 0.157 -1.275 0.741
C 2.077 0.043 -1.136
C -0.235 -0.522 -0.421
N -0.429 -1.303 -1.546
O 0.553 -2.043 -1.799
O 2.909 -1.879 -2.951
O 2.782 -2.407 -0.444
P 2.371 -1.584 -1.599
Cl -10.735 2.995 5.815
Cl -0.910 -0.275 -3.085
H -2.416 -0.107 1.032
H -3.145 1.365 0.524
H -1.047 2.680 0.679
H -0.234 1.420 1.587
H -1.040 1.184 -1.344
H 2.348 1.528 0.576
H 3.769 0.488 0.127
H 2.351 -0.302 0.814
H -0.794 -1.720 1.066
H 0.822 -2.137 0.768
H 0.505 -0.526 1.435
H 1.959 0.738 -2.026
*
```

The molecule's natural (NBO) atomic charges, reported in e, are given here:
1 C -0.4097
2 C -0.4021
3 C -0.3208
4 C -0.6516
5 C -0.7147
6 C -0.7636
7 C 0.2987
8 N 0.0036
9 O -0.5307
10 O -1.1329
11 O -1.1718
12 P 2.2831
13 Cl -1.0000
14 Cl -0.1599
15 H 0.2067
16 H 0.2233
17 H 0.2055
18 H 0.2027
19 H 0.2613
20 H 0.1839
21 H 0.1942
22 H 0.2297
23 H 0.2126
24 H 0.2976
25 H 0.2237
26 H 0.2311